(1)
67
Properties=species:S:1:pos:R:3:forces:R:3:lowdin_charge:R:1 method="wB97M-V/def2-TZVPD" homo_energy_ev=-12.13 total_charge=+2 spin_multiplicity=1
Br -0.767593 0.200529 3.398356 -0.2 -0.1 0.1 0.6160
Br -0.404723 -1.242309 6.256903 0.0 0.0 -0.8 0.6491
Br 3.240459 -1.198552 6.147044 0.5 -0.3 0.9 0.5149
Br 2.376599 -0.578625 3.263166 3.3 3.2 1.4 0.7566
Br 1.013773 -2.474134 3.638622 -4.9 -4.8 2.3 0.6051
Br 6.425677 -0.771734 6.385857 -0.5 -0.3 -0.3 0.6086
Br 5.247834 -3.618439 5.440406 -0.2 0.6 0.0 0.5998
Ca 2.585032 0.453652 -3.904082 0.7 -0.8 -0.8 1.6930
Cl -3.023401 -0.547540 -2.894009 -1.7 -2.0 -0.8 0.6402
Cl 0.475489 5.481894 -0.158480 2.4 -1.0 1.1 0.6747
Al 4.476599 5.492082 0.711651 3.3 3.9 1.9 1.0180
F -2.063896 2.513513 1.079289 -3.2 -1.2 -1.9 -0.0370
F -3.621919 0.716565 0.643062 1.7 5.1 -0.9 0.0324
F -4.414968 3.003062 0.750551 4.4 -3.2 -1.3 0.0326
O 7.332588 2.149856 -1.276687 -0.4 -2.0 0.6 0.0915
O 7.579652 4.180519 -2.102096 -2.0 -1.1 1.1 0.0208
O 3.623390 -0.807810 1.903544 0.1 2.0 -2.2 -0.3592
O 2.057596 1.773825 -2.601628 -1.2 0.9 2.3 -0.4800
O -2.626950 1.166296 -2.053593 2.8 3.3 1.1 -0.5470
O -6.480832 -0.737011 1.151142 -1.4 0.0 0.4 0.1214
O -7.923401 -0.569135 -0.612673 0.9 -0.1 1.3 0.1705
O 2.538303 5.270451 1.770022 -2.7 -2.1 -7.7 -0.1003
O 5.670195 3.456740 -1.077232 -3.5 1.5 1.2 -0.1390
O -5.727963 -0.540034 -0.825135 0.8 0.2 -0.7 0.0781
N -2.928197 -2.905735 -0.356857 2.6 -7.7 -5.6 0.1073
C -2.609927 -3.900977 -1.062676 -1.9 6.6 4.9 -0.1568
C -0.525508 -0.074487 -1.334802 0.1 0.7 0.2 -0.1454
C -3.147228 -5.185813 -3.132200 -0.4 0.0 -0.3 -0.2755
C 0.943062 0.327904 -0.689664 2.2 0.4 1.1 -0.1426
C 1.948504 1.495360 -1.278399 -0.8 0.1 3.9 -0.2935
C 3.218562 1.594945 1.081577 -1.3 -0.4 -1.6 0.0264
C -4.615667 -5.354460 -2.755338 -0.1 0.0 0.0 -0.1019
C 1.359369 -0.437723 0.551455 1.8 2.3 -1.6 -0.0433
C 3.118052 3.966252 -0.392003 -2.0 -1.1 -0.3 -0.1974
C -1.172406 1.148208 -2.274484 2.6 -0.9 -0.1 -0.2552
C -2.226228 -5.100708 -1.913429 -0.4 0.9 0.4 -0.1903
C -3.271316 2.120203 0.307676 -1.9 -0.1 1.0 -0.1703
C 4.988774 -1.690416 5.450209 0.3 0.0 -0.2 -1.5898
C -0.513808 -1.488072 4.330200 -0.8 -0.5 0.6 -1.4769
C 2.793654 -0.007104 1.224498 -1.7 3.7 -3.5 -0.4763
C -6.804150 -0.619715 -0.055388 -1.4 0.0 -0.7 -0.7681
C 2.801243 2.366171 -0.139155 -1.3 -3.1 -0.4 -0.1863
C -3.069719 2.364959 -1.324692 -2.9 1.0 0.7 -0.0124
C 6.842743 3.358755 -1.512592 4.1 3.2 -2.6 -0.8431
C 2.121714 4.917028 0.537601 1.4 0.7 4.6 -0.6598
Li 0.785032 2.984297 0.718230 -0.3 -0.9 0.1 0.6316
H 6.499980 1.872389 -0.843469 0.9 -1.3 0.2 0.0913
H -5.231803 -5.439463 -3.656098 0.1 0.0 0.2 0.0820
H 4.207459 4.155804 -0.003551 -1.7 -3.3 -2.4 -0.1186
H -4.765012 -6.258017 -2.153259 0.0 0.1 -0.1 0.0854
H -3.039756 -4.281463 -3.743593 0.1 -0.1 0.1 0.1018
H 3.839460 2.159537 1.917941 -1.3 -1.7 -1.8 0.1526
H -0.656245 2.169175 -2.016352 -1.3 -1.8 -0.3 0.1234
H -0.929962 0.935705 -3.415369 -1.0 0.5 2.4 0.1205
H -1.185165 -4.994359 -2.236075 -0.1 0.1 0.2 0.1073
H -0.498939 -1.111533 -1.915236 -0.1 2.3 1.3 0.1108
H -2.433624 3.328752 -1.517617 -0.9 -2.1 0.4 0.1605
H -2.840394 -6.033621 -3.754455 0.1 0.1 0.1 0.1146
H 5.022414 -1.358005 4.407426 0.0 -0.1 0.4 -0.0507
H -5.138497 -0.614260 -0.047368 1.3 -0.2 -0.6 0.0769
H -1.283445 -0.170704 -0.418360 1.8 -0.1 -1.9 0.1296
H -2.303006 -6.010863 -1.308795 0.0 0.2 0.1 0.1231
H -4.163810 2.612464 -1.732535 2.4 -0.7 1.1 0.1934
H 0.655595 -1.290053 0.997113 1.9 2.0 -1.1 0.1058
H -1.402491 -2.097444 4.135434 0.3 0.3 0.0 0.0000
H 3.011570 4.269622 -1.522138 0.4 -0.7 2.2 0.1779
H -4.988426 -4.496197 -2.187411 0.1 -0.1 0.0 0.0715


(2)
56
Properties=species:S:1:pos:R:3:forces:R:3:mulliken_spin:R:1 method="wB97M-V/def2-TZVPD" s_squared=3.776 homo_energy_ev="-14.50 / -14.71" relative_energy_kcal_mol=0.0 total_charge=+2 spin_multiplicity=4
Tc 0.276876 -0.155575 -0.094538 -0.1 -0.3 -0.1 2.7401
As 0.777557 0.006414 3.238384 -0.1 0.0 -0.1 0.0061
S 2.422255 -1.223047 -0.025080 0.0 0.0 -0.1 0.0194
S -2.135111 0.126163 -0.213473 -0.1 0.1 -0.1 0.0288
F 3.275421 -5.714970 0.216891 0.0 0.0 0.0 0.0000
F 3.456666 -3.975319 1.494492 0.0 0.0 0.0 0.0007
F 3.997405 -3.843198 -0.598352 0.0 0.0 0.0 0.0006
O 0.039508 -0.562574 1.794101 0.1 0.0 0.3 0.0701
N -2.840245 2.695465 -0.826779 0.0 -0.1 0.0 -0.0004
N 0.658820 1.758840 0.206902 0.1 0.0 0.1 -0.0613
N 0.335435 4.077928 0.819354 0.4 -0.1 0.1 0.0888
N -1.348851 1.896373 -2.176237 0.0 0.0 0.0 0.0077
N 0.116859 -2.257063 -0.401324 0.0 0.2 0.0 -0.0494
N -1.711991 5.458968 0.917708 0.0 0.0 0.0 0.0296
N 0.283410 0.157792 -2.265794 -0.1 -0.1 -0.1 -0.0519
C 0.549415 -1.410899 4.488733 0.0 0.0 0.0 0.0009
C 0.705348 -4.916147 -0.241022 0.0 0.0 0.0 0.0135
C -2.533928 3.695343 -1.731536 0.1 0.0 0.0 0.0013
C 3.129653 -4.394502 0.259319 0.0 0.0 0.0 -0.0062
C 1.380646 -2.636574 -0.167438 0.2 0.0 0.0 0.0270
C -0.866151 -3.153082 -0.563192 0.0 -0.1 0.0 0.0148
C -0.526293 1.010527 -2.915987 0.0 -0.1 0.0 0.0031
C -0.601725 1.078997 -4.295284 0.1 0.0 0.1 -0.0042
C -3.822430 2.848312 0.249639 0.0 0.0 0.0 0.0001
C 1.049606 -0.631408 -4.399628 0.1 -0.1 0.1 -0.0079
C 0.445005 2.888683 0.498344 -0.1 0.1 -0.1 0.0862
C -2.124673 1.600827 -1.104260 0.1 0.0 0.1 0.0053
C 2.628169 0.408410 3.008834 0.0 0.0 0.0 0.0081
C -1.603271 3.208444 -2.570578 0.0 0.0 0.0 0.0003
C 1.712938 -3.984778 -0.067984 0.0 0.1 0.0 0.0146
C -0.600383 -4.501862 -0.500667 0.0 0.0 0.0 -0.0027
C 1.046577 -0.657829 -3.022008 0.0 0.1 0.0 0.0163
C -0.170688 1.565976 3.792077 0.0 0.0 0.0 0.0042
C -0.753366 4.819211 0.868528 -0.4 0.0 0.0 -0.0131
C 0.209373 0.251406 -5.051865 -0.1 0.1 0.0 0.0098
H -1.393811 -5.219924 -0.643185 0.0 0.0 0.0 0.0003
H 0.815437 -2.344170 3.994980 0.0 0.0 0.0 -0.0014
H -2.980635 4.671479 -1.661969 0.0 0.0 0.0 0.0002
H 2.965951 0.919015 3.911348 0.0 0.0 0.0 0.0004
H 3.189623 -0.512302 2.865936 0.0 0.0 0.0 -0.0028
H 1.204932 -1.245195 5.342883 0.0 0.0 0.0 -0.0002
H -1.071185 3.669047 -3.382885 0.0 0.0 0.0 -0.0001
H 2.757392 1.063192 2.149439 0.0 0.0 0.0 0.0007
H -1.237302 1.384279 3.671090 0.0 0.0 0.0 0.0026
H 0.941081 -5.970302 -0.175648 0.0 0.0 0.0 0.0002
H 0.139092 2.420763 3.192757 0.0 0.0 0.0 -0.0020
H 1.703159 -1.300153 -4.940343 0.0 0.0 0.0 0.0005
H -1.856425 -2.759431 -0.749773 0.0 0.0 0.0 -0.0026
H -1.301503 1.757453 -4.760530 0.0 0.0 0.0 -0.0003
H 1.692451 -1.330528 -2.479594 0.0 0.0 0.0 0.0021
H -0.487217 -1.444163 4.818010 0.0 0.0 0.0 0.0000
H -4.824558 2.778913 -0.167328 0.0 0.0 0.0 0.0001
H -3.665495 3.819952 0.712205 0.0 0.0 0.0 -0.0011
H -3.669426 2.052516 0.972958 0.0 0.0 0.0 0.0020
H 0.050664 1.762632 4.841129 0.0 0.0 0.0 0.0013
H 0.169935 0.291683 -6.131775 0.0 0.0 0.0 0.0000


(3)
49
Properties=species:S:1:pos:R:3:forces:R:3:nbo_charge:R:1 method="wB97M-V/def2-TZVPD" smiles="CC(=O)Nc1ccccc1CC(=O)N[C@@H](Cc1coc2ccccc12)B(O)O" homo_energy_ev=-8.31 relative_energy_kcal_mol=0.0 spin_multiplicity=1
O -0.034805 -2.045045 -2.046907 0.4 -0.8 0.5 -0.6793
O -0.777166 -4.489530 -0.830334 0.8 0.4 0.8 -0.9062
O -1.030973 1.360853 2.614113 -0.4 1.2 -0.1 -0.4290
O 2.134169 2.454827 -1.577197 0.3 -0.1 -0.3 -0.6215
O -0.420854 -5.165316 1.458489 -0.4 0.8 -1.2 -0.8994
N 0.622495 0.773082 -1.880411 -0.2 -0.1 -0.4 -0.6490
N -1.145285 -1.891259 -0.005521 0.0 1.0 -2.5 -0.6029
C -0.482787 2.762497 -1.097337 0.8 1.0 -0.5 -0.2621
C -1.911449 -0.615749 -1.954978 -1.2 0.1 0.5 -0.5319
C 2.999086 0.514349 -2.527297 0.5 -1.0 -0.6 -0.7075
C -2.904744 1.494491 -0.917932 0.0 0.0 0.0 -0.1995
C 0.822188 0.172093 2.158518 0.3 0.5 -0.3 -0.1510
C -0.167760 -2.602881 0.784387 0.2 -1.7 0.2 -0.3997
C 2.886274 1.071496 1.400903 -0.9 -0.2 0.1 -0.2204
C 2.148020 -0.032189 1.764886 -0.3 0.1 -0.2 -0.1918
C -0.242283 -0.730147 2.399012 -1.9 0.1 0.8 -0.0879
C 1.887939 1.324689 -1.966723 -0.4 0.8 0.8 0.6890
C -0.226273 -2.216362 2.258831 0.1 0.2 0.4 -0.4121
C -1.578474 3.461889 -0.682333 -0.9 0.6 0.3 -0.1956
C 1.085024 2.571912 1.921982 -2.6 0.4 0.8 -0.2512
C -1.786048 0.783019 -1.356348 -0.4 -0.5 -0.8 -0.0790
C -0.950714 -1.606937 -1.358279 -0.7 0.4 1.9 0.7012
C -2.809958 2.833859 -0.576563 -0.1 0.0 0.5 -0.2261
C -1.353371 0.040428 2.672815 2.8 -1.1 -0.6 0.0954
C 0.287888 1.469447 2.242935 0.7 -1.7 0.3 0.3523
C -0.558904 1.444996 -1.478239 0.5 -0.3 0.7 0.2253
C 2.345161 2.360528 1.479555 0.8 -0.4 -0.7 -0.2013
B -0.411195 -4.160276 0.466700 -0.8 -1.5 0.2 1.1208
H 2.944217 0.521368 -3.625830 0.0 0.1 0.2 0.2398
H -1.947319 -1.469431 0.452188 0.4 0.0 -0.2 0.4160
H 0.810231 -2.385080 0.374653 0.4 0.4 -0.1 0.2323
H 2.509846 -1.046297 1.644573 0.2 0.1 0.0 0.2083
H 3.974657 0.918663 -2.217580 -0.6 0.1 -0.1 0.2436
H 0.655330 -2.624203 2.784081 -0.4 0.0 -0.3 0.2374
H 0.486300 -0.196725 -2.132876 0.6 0.1 -0.3 0.4238
H -1.114590 -2.656355 2.740505 0.3 0.1 -0.2 0.2215
H -1.785976 -0.549798 -3.031665 0.4 -0.2 -0.1 0.2462
H 2.884405 3.149877 0.982398 0.1 0.3 0.3 0.2305
H 0.585841 3.531557 1.954627 0.4 0.3 -0.1 0.2234
H -1.485903 4.524462 -0.465055 0.0 -0.2 0.1 0.2139
H 0.475636 3.246590 -1.222746 -0.4 0.1 0.3 0.2705
H -0.523696 -3.729442 -1.398790 -0.2 -0.7 -0.1 0.5073
H 2.963147 -0.532341 -2.223595 -0.2 -0.1 0.0 0.2276
H -3.894470 1.044740 -0.867594 0.3 -0.3 -0.1 0.2100
H -3.681393 3.345569 -0.163929 0.2 0.0 -0.3 0.2144
H 3.792873 0.944096 0.879006 1.2 -0.1 -0.2 0.2110
H -2.925101 -1.045766 -1.843163 0.2 0.5 0.2 0.2414
H -2.327382 -0.336992 2.892851 -0.6 0.6 0.2 0.2034
H -0.821851 -5.993255 1.121214 0.5 0.6 0.1 0.4982


(4)
48
Properties=species:S:1:pos:R:3:forces:R:3:mulliken_spin:R:1 method="wB97M-V/def2-TZVPD" s_squared=6.074 homo_energy_ev="-21.14 / -21.20" total_charge=+4 spin_multiplicity=5
Os 0.694230 -0.017553 0.245749 -1.1 0.1 0.2 2.6329
Br 4.907938 -1.658218 -4.552652 0.3 -0.1 -0.3 0.5698
Se 3.304582 3.816100 -2.072719 -0.4 0.0 0.0 -0.0237
N 2.483498 2.367921 -1.397369 0.1 0.3 0.2 0.0365
N 2.069193 4.930558 -1.547873 0.2 -0.4 0.2 0.0298
N 0.528532 1.991252 -0.068810 0.1 0.3 0.0 -0.0291
N 2.008886 -0.367726 -1.265550 0.3 0.0 -0.3 0.1686
C -3.532268 -1.234233 0.399146 0.0 -0.2 0.3 0.0412
C -4.142341 -2.590297 0.941662 0.1 0.3 -0.2 0.0605
C -0.790708 3.982282 0.470438 0.0 0.0 0.0 0.0181
C 3.322339 -0.545848 -0.978125 -0.1 0.0 0.0 -0.0813
C -4.349421 -0.050039 0.903863 0.1 0.0 -0.2 0.0019
C 3.767513 -1.123089 -3.262409 -0.3 0.2 0.4 0.0497
C 1.167214 4.223590 -0.862043 0.1 0.7 -0.3 0.0182
C -2.109836 -1.249016 0.809774 0.2 -0.1 0.0 0.1371
C 4.229730 -0.934526 -1.935279 -0.1 0.0 -0.1 0.1303
C 1.407532 2.818835 -0.791068 0.0 -0.7 0.0 -0.0294
C -0.313940 -0.626765 2.391964 0.6 0.1 0.0 0.1047
C -1.575995 -0.424469 1.852817 -0.2 0.1 -0.4 -0.1028
C 0.052681 4.816692 -0.236248 -0.1 -0.1 0.0 0.0439
C -1.193021 -2.145541 0.202272 -0.1 0.3 -0.2 0.1476
C -0.513439 2.628685 0.540007 0.1 -0.1 0.0 0.0112
C 1.563939 -0.519066 -2.538887 0.0 0.0 0.1 -0.0923
C 2.401049 -0.890111 -3.563096 0.2 0.0 0.0 0.1357
C 0.585533 -1.574206 1.812236 0.1 -0.4 0.4 0.1046
C 0.140764 -2.248958 0.635358 0.2 -0.3 0.0 -0.0690
C 1.893649 -1.935476 2.464802 0.0 0.0 0.0 -0.0454
H 2.207417 -1.195492 3.199415 0.0 0.0 0.0 0.0006
H 0.016209 -0.053129 3.252356 -0.1 -0.1 0.1 -0.0092
H -3.906011 0.909401 0.622744 0.0 0.0 0.0 0.0009
H -2.224071 0.327381 2.289878 0.0 0.0 0.0 0.0048
H -3.562856 -1.310958 -0.691231 0.0 0.0 -0.1 0.0212
H -1.168302 1.991935 1.116414 0.0 0.1 0.0 -0.0024
H -1.533889 -2.744366 -0.636826 0.0 -0.1 0.0 0.0026
H 0.794596 -2.976961 0.165348 -0.1 -0.1 0.1 -0.0151
H -5.337744 -0.084816 0.447994 0.0 0.0 0.1 -0.0006
H -4.476362 -0.086056 1.986548 -0.1 0.0 0.0 -0.0002
H 5.269398 -1.079960 -1.670022 0.0 0.0 0.0 0.0031
H 1.760786 -2.891769 2.982760 0.0 0.0 0.0 0.0157
H 3.635541 -0.359207 0.042601 0.0 0.0 0.0 -0.0020
H -1.659154 4.363247 0.990535 0.0 0.0 0.0 0.0015
H -3.618553 -3.468491 0.566401 0.0 0.0 0.0 -0.0006
H -5.164945 -2.617288 0.564442 0.0 -0.1 0.1 0.0099
H -4.144518 -2.589567 2.030151 -0.1 -0.1 0.0 -0.0031
H 0.508224 -0.346425 -2.716920 0.0 0.0 0.0 0.0003
H 2.688623 -2.098616 1.733437 0.0 0.0 0.0 0.0034
H 2.012558 -1.017151 -4.565638 0.0 0.0 0.0 0.0028
H -0.104781 5.887509 -0.308345 0.0 0.0 0.0 -0.0030